{
  "formula": "C33H51I3N3O12P",
  "method": "ωB97M-V/def2-TZVPD",
  "spin_multiplicity": 1,
  "energy_ha": -3589.6570,
  "gap_ev": 7.998,
  "total_charge": 0,
  "smiles": "C/C(I)=C(\\I)c1c(I)c(CON=O)c2c(c1CP(=O)(O)O)C(=O)N(CCCCCN)C2=O.CC(C)=O.CC(C)=O.CC(C)=O.CC(C)=O.CC(C)=O",
  "lumo_ev": -0.18,
  "fmax_ev_per_a": 1.7,
  "symbols": ["C", "C", "I", "C", "I", "C", "C", "I", "C", "C", "O", "N", "O", "C", "C", "C", "C", "P", "O", "O", "O", "C", "O", "N", "C", "C", "C", "C", "C", "N", "C", "O", "H", "H", "H", "H", "H", "H", "H", "H", "H", "H", "H", "H", "H", "H", "H", "H", "H", "H", "H", "H", "H", "C", "C", "O", "C", "H", "H", "H", "H", "H", "H", "C", "C", "O", "C", "H", "H", "H", "H", "H", "H", "C", "C", "O", "C", "H", "H", "H", "H", "H", "H", "C", "C", "O", "C", "H", "H", "H", "H", "H", "H", "C", "C", "O", "C", "H", "H", "H", "H", "H", "H"],
  "positions_angstrom": [[2.234369, -3.439741, 3.373917], [1.469474, -2.485068, 2.509336], [-0.561311, -2.960120, 2.235677], [1.936238, -1.383579, 1.924391], [3.946069, -0.814114, 2.124183], [1.044730, -0.532112, 1.096528], [0.813949, -0.869707, -0.244902], [1.756701, -2.564812, -1.056228], [-0.053363, -0.112729, -1.051805], [-0.313253, -0.428315, -2.491450], [0.913654, -0.122279, -3.215161], [1.080209, -1.016604, -4.280344], [2.200836, -1.085474, -4.596793], [-0.671175, 0.965505, -0.439036], [-0.456562, 1.301108, 0.880302], [0.418394, 0.589989, 1.680953], [0.681878, 1.006013, 3.104853], [-0.676608, 0.590597, 4.250666], [-1.778468, -0.098819, 3.589901], [-0.012510, -0.219058, 5.467734], [-1.234523, 1.933505, 4.910730], [-1.312400, 2.485939, 1.196177], [-1.277838, 3.210705, 2.141328], [-2.150136, 2.622049, 0.090501], [-3.564041, 2.956645, 0.226284], [-4.331012, 1.935189, 1.077182], [-5.689792, 1.610397, 0.471308], [-5.674988, 0.497529, -0.583851], [-5.574189, -0.910914, -0.003245], [-4.194789, -1.228960, 0.385873], [-1.654634, 1.959959, -1.019328], [-1.905161, 2.173027, -2.167815], [3.287475, -3.438882, 3.123429], [2.072818, -3.162367, 4.415352], [1.797853, -4.427134, 3.265756], [-1.090609, 0.199598, -2.905636], [-0.532243, -1.483674, -2.631199], [1.637444, 0.582874, 3.406538], [0.800878, 2.088175, 3.133298], [0.942158, -0.090393, 5.511361], [-0.704234, 2.197566, 5.673125], [-4.007302, 3.000401, -0.763786], [-3.644249, 3.944731, 0.668869], [-4.532781, 2.405240, 2.040647], [-3.765094, 1.035306, 1.299540], [-6.114715, 2.502537, 0.006126], [-6.397504, 1.325190, 1.247837], [-6.643087, 0.543372, -1.093737], [-4.925060, 0.641910, -1.362681], [-6.269810, -1.042414, 0.822081], [-5.891605, -1.614257, -0.783852], [-3.692157, -1.591453, -0.411263], [-4.171441, -1.898670, 1.148848], [-4.172528, -2.792335, -3.631872], [-3.168696, -3.772921, -3.071198], [-3.021198, -3.913517, -1.880150], [-2.357713, -4.566005, -4.067792], [-4.685464, -2.290307, -2.813535], [-3.665071, -2.045878, -4.245570], [-4.908237, -3.317505, -4.242739], [-1.776222, -3.891444, -4.698699], [-3.018516, -5.164295, -4.696992], [-1.678472, -5.227709, -3.535417], [8.264619, 1.487748, 3.789024], [7.500839, 1.684294, 2.501830], [6.838795, 0.796538, 2.016899], [7.600089, 3.039634, 1.846712], [8.107915, 0.474698, 4.152287], [9.330755, 1.643902, 3.618565], [7.914973, 2.194870, 4.542733], [8.639370, 3.259174, 1.597169], [7.223102, 3.809246, 2.521820], [7.006349, 3.045512, 0.935775], [-3.622043, -3.724530, 4.645367], [-4.615968, -3.829441, 3.517648], [-4.396844, -3.278913, 2.460367], [-5.867896, -4.635601, 3.747361], [-2.810587, -3.097175, 4.290837], [-4.078085, -3.262630, 5.522344], [-3.247273, -4.714458, 4.910956], [-6.437414, -4.210435, 4.574971], [-5.606937, -5.668059, 3.983595], [-6.480849, -4.620717, 2.848798], [1.883317, 5.769935, -1.557187], [2.059964, 4.296135, -1.277379], [2.488813, 3.901498, -0.217439], [1.673165, 3.341915, -2.380504], [2.194804, 6.343647, -0.687300], [2.491238, 6.063388, -2.414433], [0.835330, 5.986264, -1.770165], [2.272729, 3.530342, -3.272543], [0.614827, 3.463258, -2.621388], [1.846397, 2.319119, -2.050441], [4.963583, -0.164388, -5.357171], [6.079549, -0.078723, -6.369120], [6.411829, -1.032379, -7.033171], [6.766451, 1.259959, -6.516055], [4.559062, -1.170684, -5.350068], [5.343756, 0.073086, -4.361988], [4.168002, 0.535392, -5.614971], [7.217175, 1.554665, -5.567137], [6.044607, 2.019228, -6.820994], [7.545231, 1.186592, -7.271741]],
  "atomic_forces_ev_per_a": [[-0.702, 0.072, -0.100], [0.151, 0.138, 0.065], [0.054, -0.214, 0.063], [-0.537, -0.377, 0.149], [-0.051, 0.186, -0.160], [0.339, 0.328, -0.063], [-0.141, 0.269, -0.080], [-0.087, 0.218, 0.080], [0.166, 0.017, 0.256], [0.393, 0.252, -0.451], [0.137, -0.243, 0.099], [-0.068, -0.255, 0.328], [-0.172, 0.285, -0.170], [0.180, -0.125, -0.590], [0.409, -0.122, 0.180], [-0.034, -0.041, -0.271], [0.259, 0.252, -0.098], [-0.865, -0.147, -0.673], [-0.061, -0.222, -0.012], [0.280, 0.200, 0.013], [0.664, -0.016, 0.369], [0.288, -0.918, -0.635], [-0.263, 0.344, 0.821], [-0.757, 0.643, -0.391], [0.033, 0.199, 0.093], [-0.429, 0.624, 0.688], [0.189, -0.377, -0.579], [-0.969, -0.085, 0.309], [0.862, -0.213, -0.830], [-0.310, 0.416, 0.441], [0.824, -0.907, 1.246], [-0.676, 0.090, -0.744], [0.173, -0.050, 0.082], [0.221, 0.057, 0.152], [0.209, -0.219, -0.077], [-0.253, -0.013, 0.110], [-0.111, -0.106, 0.026], [-0.011, -0.110, 0.277], [-0.064, 0.121, -0.009], [0.031, -0.162, 0.085], [-0.156, 0.197, 0.019], [0.262, 0.051, -0.274], [-0.031, 0.155, -0.019], [0.185, -0.005, 0.167], [0.111, -0.132, -0.262], [0.040, 0.213, 0.072], [-0.022, -0.095, 0.152], [-0.009, 0.052, -0.152], [0.252, 0.083, 0.065], [0.093, 0.088, 0.262], [-0.289, -0.031, 0.009], [0.075, -0.275, 0.096], [0.166, 0.061, -0.410], [0.000, 0.040, 0.240], [-0.008, 0.007, -0.010], [0.030, 0.071, 0.028], [0.082, -0.077, 0.206], [0.000, -0.010, 0.005], [-0.042, -0.062, -0.123], [0.059, 0.046, -0.120], [-0.088, -0.013, -0.108], [0.013, 0.094, -0.111], [-0.003, 0.007, 0.015], [-0.112, -0.219, -0.025], [-0.002, 0.027, -0.010], [-0.057, -0.072, 0.030], [-0.133, -0.121, -0.167], [-0.005, -0.003, -0.011], [-0.005, 0.131, 0.058], [0.115, 0.087, -0.021], [0.015, 0.086, 0.118], [0.128, 0.040, 0.035], [-0.014, -0.011, 0.010], [-0.022, 0.125, -0.234], [0.143, 0.095, 0.002], [-0.189, -0.304, 0.186], [-0.064, 0.093, -0.263], [0.144, 0.038, 0.170], [-0.038, -0.118, 0.040], [-0.040, 0.011, 0.097], [0.050, -0.101, 0.097], [-0.018, 0.019, 0.143], [0.012, 0.004, -0.002], [0.089, 0.010, 0.233], [0.014, -0.032, -0.006], [-0.030, 0.004, 0.017], [0.046, -0.188, 0.263], [0.000, -0.010, 0.007], [-0.117, -0.001, -0.090], [0.024, 0.003, -0.141], [-0.120, 0.084, -0.067], [0.034, 0.048, -0.154], [-0.003, -0.002, -0.017], [0.178, -0.205, -0.150], [-0.004, 0.002, 0.012], [0.006, 0.016, 0.002], [0.123, -0.129, -0.164], [0.006, -0.019, -0.015], [-0.083, 0.137, 0.002], [0.030, 0.087, 0.113], [-0.107, 0.092, 0.029], [-0.008, 0.053, 0.133], [-0.005, -0.012, -0.001]]
}